(1)
Computed, not measured: a molecular structure, C22H38AsGeN5PS4Ti, with wB97M-V/def2-TZVPD.

```
73
Properties=species:S:1:pos:R:3:forces:R:3
Ti 0.16359 -0.39036 0.64809 0.106 0.065 0.494
C -0.95433 1.01462 2.07274 -0.141 0.336 -0.214
C -0.46191 2.38443 1.83690 0.042 -0.109 0.223
C -0.88589 3.13972 0.81697 0.020 -0.033 -0.006
C -1.81028 2.54322 -0.20672 0.050 -0.010 0.014
C -2.75524 1.60186 0.50961 0.036 0.012 -0.049
C -2.31539 0.86252 1.53415 0.094 -0.056 0.141
H -0.82093 0.65824 3.09507 -0.014 -0.039 0.000
H 0.25137 2.81184 2.53648 0.027 -0.055 0.006
H -0.49496 4.14170 0.67190 -0.010 0.002 -0.019
H -2.40132 3.34734 -0.65642 -0.021 0.005 -0.022
H -3.74475 1.44242 0.09276 -0.002 0.019 -0.007
H -2.95821 0.10860 1.97984 -0.005 -0.036 -0.068
S 3.15490 -3.93335 -0.89617 0.015 0.108 -0.030
As 1.60990 -2.48043 -0.60612 0.015 -0.402 0.017
S 0.66033 1.19872 -1.10526 -0.178 0.321 -0.063
S 0.98469 -2.58571 1.55637 0.154 0.014 0.081
S -0.21254 -3.52934 -1.59409 0.161 -0.210 -0.121
C 4.35640 1.38052 4.07376 0.007 0.007 -0.001
N 4.35610 2.04301 2.77183 -0.038 -0.039 -0.006
C 5.36069 1.38730 1.93486 0.012 -0.009 -0.007
N 5.19711 -0.05443 1.80434 -0.048 0.017 -0.002
C 5.15649 -0.64409 3.13852 0.013 -0.017 -0.004
N 4.14877 -0.06299 4.02875 -0.031 -0.010 -0.028
C 2.79120 -0.39575 3.56137 0.071 -0.004 0.028
P 2.42978 0.22018 1.85470 -0.124 0.158 -0.131
C 3.01951 1.95748 2.15267 0.121 0.020 -0.028
C 3.97786 -0.38492 1.04688 0.074 -0.055 0.019
H 3.57922 1.82980 4.69733 -0.003 0.001 0.002
H 5.33007 1.56390 4.54096 0.000 0.003 0.004
H 6.34193 1.57756 2.38350 0.001 0.004 -0.001
H 5.33726 1.83494 0.93908 -0.002 0.010 0.003
H 6.13727 -0.49549 3.60325 -0.001 0.006 0.003
H 4.96868 -1.71463 3.04314 -0.004 0.001 -0.002
H 2.05760 0.02792 4.25381 0.008 0.009 0.009
H 2.65527 -1.47781 3.55546 0.002 -0.004 0.001
H 2.30523 2.46886 2.79970 0.004 0.006 0.016
H 3.01637 2.49042 1.19824 0.007 0.000 -0.003
H 4.03908 0.05379 0.04781 0.005 0.001 -0.002
H 3.90794 -1.46760 0.91290 0.018 -0.004 0.008
N -1.16649 -1.43660 -0.22530 -0.357 -0.216 -0.510
C -1.44065 -2.36416 -1.01628 -0.244 0.126 0.222
N -2.79856 -2.62457 -1.40784 0.256 -0.043 -0.131
C -3.10526 -3.48564 -2.53923 -0.011 -0.091 0.081
C -4.02133 -4.64790 -2.13906 -0.044 -0.040 -0.047
C -3.55888 -5.22896 -0.80675 0.047 0.022 0.024
C -3.67031 -4.16681 0.30715 -0.017 -0.019 0.021
C -3.71358 -2.75438 -0.28951 -0.076 0.200 0.007
H -2.17393 -3.89486 -2.93232 -0.002 0.015 -0.016
H -3.56230 -2.90898 -3.35648 -0.044 0.035 0.047
H -4.01161 -5.40049 -2.93323 0.021 -0.021 0.029
H -5.05849 -4.30614 -2.04836 0.002 0.006 -0.018
H -2.51523 -5.53704 -0.90735 0.008 0.030 -0.019
H -4.13158 -6.12458 -0.55054 -0.012 0.006 0.003
H -2.80802 -4.23882 0.97320 -0.001 -0.006 -0.001
H -4.56805 -4.33028 0.91468 0.002 -0.001 -0.003
H -3.43331 -2.00447 0.44849 0.002 -0.008 -0.003
H -4.72861 -2.50802 -0.62339 0.010 -0.015 -0.030
C -1.10134 1.48901 -4.54200 0.034 -0.047 -0.088
Ge -1.06958 2.77459 -3.06854 0.093 -0.036 -0.039
C 0.46897 3.95809 -3.31436 0.057 0.073 0.015
C -2.66540 3.91580 -3.23342 -0.119 0.117 -0.119
C -1.06647 1.79475 -1.39108 0.036 -0.145 0.273
H -0.98796 1.97766 -5.51268 -0.003 -0.006 0.003
H -2.03850 0.92962 -4.53728 0.002 -0.004 0.003
H -0.28366 0.78061 -4.40184 -0.010 -0.008 -0.010
H 0.36951 4.50623 -4.25501 0.031 0.006 0.007
H 1.38695 3.37168 -3.32823 -0.007 -0.003 0.002
H 0.53888 4.67473 -2.49417 -0.002 0.000 0.000
H -2.69511 4.35107 -4.23640 -0.037 0.009 0.018
H -2.64083 4.73065 -2.50794 -0.003 0.006 -0.007
H -3.58488 3.34868 -3.07648 0.016 -0.017 0.010
H -1.64328 0.88557 -1.59736 -0.069 0.042 0.020
```
Forces are in eV/Å.

E_LUMO (spin up / spin down) = 0.1626 / 0.1626 hartree
2S+1 = 2
strongest force on any atom = 0.7 eV/A
ΔE to the lowest compared entry with this formula, charge and spin = 0.0 kJ/mol
expectation value of S² = 0.759
charge = -2
M = 727.22 g/mol
E_HOMO (spin up / spin down) = -0.0262 / -0.0421 Ha

=====

(2)
Computed, not measured: 10 unconnected molecules or ions with the total composition C22H38BCl19O5 in a non-equilibrium geometry, with wB97M-V/def2-TZVPD.

```
85
Properties=species:S:1:pos:R:3:forces:R:3
O 0.49545 -0.12062 2.61611 0.056 0.333 0.052
C -0.51401 0.48122 2.78630 0.334 -0.879 -0.436
O -0.59845 1.68044 3.43866 -0.154 0.105 0.262
C -1.95332 1.98911 3.57802 0.012 -0.180 -0.136
O -2.32065 2.92495 4.21000 0.097 0.154 -0.058
C -2.75604 0.97768 2.85402 -0.359 0.269 0.011
B -4.33534 0.98886 2.71433 -0.191 -0.066 0.357
O -5.03736 0.33801 3.69078 0.373 -0.701 -0.507
O -4.97809 1.56120 1.66550 0.169 0.190 0.323
C -1.89864 0.07479 2.38331 -0.058 0.634 0.258
Cl -2.21530 -1.30469 1.47562 -0.072 -0.202 0.277
H -5.79318 -0.14436 3.33260 -0.288 0.416 0.249
H -4.51734 2.33041 1.30112 -0.108 -0.315 -0.456
Cl -0.87987 -3.45285 -3.71806 -0.003 0.012 -0.004
C 0.43001 -3.07672 -2.56455 0.065 0.032 -0.023
C -0.09975 -2.57560 -1.24722 0.051 -0.034 0.127
Cl -0.84625 -0.96318 -1.39071 0.100 0.088 -0.345
H 1.09296 -2.35084 -3.03530 -0.336 -0.136 0.171
H 0.98749 -3.99940 -2.40598 -0.019 -0.005 0.013
H 0.71980 -2.48073 -0.53568 0.018 0.014 -0.027
H -0.84237 -3.25314 -0.83122 -0.036 0.021 -0.047
Cl 5.14581 -4.62321 -2.85489 0.114 0.214 -0.029
C 5.70232 -2.95458 -3.14942 0.086 -0.022 -0.016
C 4.61524 -1.95676 -2.84867 0.026 0.123 0.065
Cl 3.27043 -2.07594 -4.01533 0.289 0.084 -0.168
H 6.03459 -2.88244 -4.18198 -0.057 -0.025 -0.017
H 6.55518 -2.77764 -2.49607 -0.036 -0.001 0.042
H 5.00577 -0.94287 -2.91395 0.016 -0.013 -0.054
H 4.20744 -2.10821 -1.85201 -0.036 -0.042 -0.026
Cl 0.58250 7.28240 4.24815 -0.226 -0.014 -0.008
C 0.16288 5.62613 4.76402 0.027 -0.068 0.001
C -1.14271 5.57543 5.51282 -0.033 -0.094 0.033
Cl -1.02880 6.38628 7.09898 0.007 0.050 0.017
H 0.98290 5.24973 5.37218 0.009 0.051 0.015
H 0.08972 5.01815 3.86321 -0.068 0.009 -0.004
H -1.41751 4.54042 5.69873 0.047 0.047 -0.003
H -1.94140 6.05150 4.95030 0.016 0.047 0.019
Cl 4.78503 -10.44160 -3.50776 0.038 -0.018 -0.019
C 3.80628 -9.18839 -4.31761 -0.105 0.009 -0.082
C 4.25396 -7.79676 -3.95389 0.020 0.091 -0.099
Cl 3.89953 -7.39546 -2.25241 -0.088 -0.287 0.058
H 2.76403 -9.35553 -4.05365 0.028 -0.030 0.081
H 3.92337 -9.34218 -5.38888 0.042 0.022 0.003
H 3.72185 -7.06770 -4.56317 -0.036 -0.024 0.006
H 5.32159 -7.66655 -4.11235 0.011 -0.020 0.067
Cl 0.82465 2.91162 0.01157 -0.047 -0.047 0.041
C 1.83724 3.17385 1.45855 0.033 -0.054 0.075
C 2.16882 4.62713 1.66733 -0.022 0.089 0.157
Cl 3.26137 5.27044 0.41817 0.027 0.003 -0.061
H 2.73372 2.56909 1.35054 0.007 0.023 -0.066
H 1.27307 2.80577 2.31305 -0.004 0.023 0.000
H 2.67675 4.75209 2.62363 0.004 -0.022 -0.005
H 1.27303 5.24457 1.66770 0.006 0.006 -0.049
Cl -5.51366 3.88629 -0.36774 0.049 0.278 -0.052
C -6.45069 3.05655 -1.64348 -0.048 -0.116 -0.053
C -5.99815 1.63378 -1.83742 -0.086 -0.096 0.034
Cl -4.36058 1.54426 -2.53955 0.016 -0.004 0.009
H -6.35088 3.63163 -2.56058 0.093 -0.050 0.231
H -7.49382 3.07093 -1.33157 0.020 -0.015 0.044
H -6.67031 1.13383 -2.53211 0.008 0.050 -0.049
H -5.98845 1.08580 -0.89811 0.071 0.033 0.015
Cl -7.44229 1.14080 -5.39298 -0.023 -0.001 0.020
C -7.12293 2.44741 -6.56319 -0.003 0.015 -0.098
C -6.27446 3.54600 -5.97797 0.131 -0.014 -0.037
Cl -7.14202 4.46224 -4.71581 -0.085 0.103 -0.209
H -8.08191 2.82688 -6.90632 -0.020 -0.003 0.058
H -6.60241 1.99765 -7.40681 0.037 -0.010 0.030
H -6.00676 4.25609 -6.75825 -0.049 0.011 -0.004
H -5.36196 3.15379 -5.53444 -0.044 -0.029 0.061
Cl 5.59307 6.09625 6.78471 0.013 -0.011 -0.011
C 5.18832 7.79369 6.41789 0.022 0.083 0.045
C 3.85879 7.92209 5.72116 -0.118 0.035 0.037
Cl 3.89471 7.24889 4.07313 0.285 -0.051 -0.075
H 5.99354 8.20580 5.81539 0.002 -0.058 -0.036
H 5.15450 8.32492 7.36765 -0.036 -0.023 0.009
H 3.59256 8.97367 5.62800 0.037 0.007 -0.009
H 3.06984 7.41425 6.27110 0.006 -0.031 -0.024
Cl 1.19623 -11.11974 -1.99904 0.011 0.041 -0.026
C 2.49240 -10.74507 -0.83040 0.093 -0.036 0.048
C 1.95296 -10.22103 0.47405 0.007 -0.059 0.078
Cl 1.21942 -8.60619 0.29539 -0.038 0.027 0.016
H 3.16313 -10.03006 -1.29618 -0.041 0.038 -0.014
H 3.03864 -11.67058 -0.65578 -0.034 -0.016 0.010
H 2.76907 -10.12343 1.18810 0.025 0.026 -0.032
H 1.19990 -10.88286 0.89437 -0.041 0.022 -0.046
```
Forces are in eV/Å.

E_LUMO = -0.0431 hartree
structure (SMILES) = O=C1OC(=O)C(B(O)O)=C1Cl.ClCCCl.ClCCCl.ClCCCl.ClCCCl.ClCCCl.ClCCCl.ClCCCl.ClCCCl.ClCCCl
strongest force on any atom = 1.0 eV/A
charge = 0
M = 1066.96 g/mol
E_HOMO = -0.3799 Ha